Below is a cluster of 2 separate species, C9H14 in total in a non-equilibrium geometry, with properties calculated with the ωB97M-V functional and the def2-TZVPD basis.

Last column: natural (NBO) charge in e.
Positions of all 23 atoms, in Å:
C1 1.98025 -1.02326 -0.28115  -0.688
C2 -1.78217 -0.21450 -2.18089  -0.017
C3 -0.54572 0.28577 -2.72706  -0.057
C4 -1.75006 -1.06260 -1.11546  -0.254
C5 0.66634 -0.01349 -2.14292  -0.252
C6 -0.52364 -1.43712 -0.54986  -0.025
C7 0.68922 -0.78626 -0.98615  0.221
H1 -2.73872 0.13696 -2.55817  0.252
H2 -0.54317 0.95216 -3.57503  0.249
H3 -2.62502 -1.50607 -0.66044  0.259
H4 1.56438 0.41313 -2.56576  0.256
H5 -0.55137 -2.22580 0.18857  0.248
H6 1.84975 -1.80728 0.46441  0.242
H7 2.40402 -0.12839 0.14857  0.283
H8 2.72364 -1.46068 -0.93989  0.277
C8 -0.85866 1.15986 2.30731  -0.612
C9 0.64349 1.34365 2.49963  -0.619
H9 -1.09588 0.11563 2.54198  0.199
H10 -1.43804 1.81525 2.95263  0.227
H11 -1.22951 1.34593 1.31025  0.186
H12 1.19997 0.44796 2.21681  0.183
H13 1.12219 2.22572 2.07516  0.214
H14 0.83873 1.42344 3.57745  0.225

Cartesian forces (eV/Å) of the 2 atoms listed first:
-0.67 -1.22 0.20
-0.10 0.84 -0.27

- 2S+1: 2
- Net charge: +1
- Calculated total energy: -350.9974 Eh
- ΔE to the lowest compared entry with this formula, charge and spin: 0.315 eV
- HOMO (spin up / spin down): -14.67 / -14.67 eV